1.
The following is a DFT calculation (ωB97M-V with the def2-TZVPD basis set) of C5H4O3 as an isolated structure.

```
12
Properties=species:S:1:pos:R:3:forces:R:3:nbo_charge:R:1
C 1.114119 -0.346855 -0.100213 -4.804 3.459 2.054 0.15
C 0.264518 0.818818 0.191190 -0.866 4.392 -1.967 -0.14
C -1.113500 0.965095 -0.173502 7.096 -1.353 2.582 -0.30
C -1.773806 -0.239972 -0.049686 -2.893 -0.764 -1.740 0.70
C 0.347894 -1.379276 0.009883 0.192 -4.936 -0.917 0.11
H 2.624663 0.745735 0.319528 -0.513 -4.741 -2.990 0.48
H 0.734097 1.875970 0.457812 -0.314 -2.268 -0.665 0.20
H -1.459482 1.921637 -0.137190 -1.664 2.072 -0.004 0.23
H 0.853716 -2.396561 -0.201722 -1.661 1.274 0.714 0.20
O 2.373206 -0.287066 -0.287130 4.941 5.217 2.470 -0.60
O -2.969289 -0.359505 -0.221788 0.198 -0.679 0.641 -0.57
O -0.996135 -1.318021 0.192818 0.287 -1.673 -0.179 -0.45
```
Positions in Å, forces in eV/Å.

Properties
**ΔE to the lowest compared entry with this formula, charge and spin**: 4.054 eV
**HOMO level**: -8.85 eV
**Kohn-Sham gap**: 8.48 eV
**2S+1**: 1

2.
The following is a DFT calculation (ωB97M-V with the def2-TZVPD basis set) of a single C5H4O3 molecule.

```
12
Properties=species:S:1:pos:R:3:forces:R:3:nbo_charge:R:1
C -0.028556 0.631070 1.361524 3.763 0.248 -1.495 0.69
C -1.182157 0.044946 0.569264 -2.545 -2.581 1.678 0.48
C -0.411875 -1.035523 -0.416874 -3.481 -0.882 -0.433 -0.56
C 0.402552 -0.432771 -1.615192 0.290 -1.617 1.372 -0.06
C 1.181968 -0.273865 -2.542356 3.008 0.447 -0.281 -0.24
H 0.563661 2.655809 1.977048 -3.579 -4.020 -0.356 0.53
H -1.301011 -1.785698 -0.874089 2.502 2.124 1.239 0.25
H 0.119120 -1.527588 0.576761 -0.794 0.530 -3.770 0.32
H 2.282606 -0.115123 -3.151883 -4.293 -0.449 1.901 0.29
O -0.327519 1.899135 1.873086 4.506 0.904 -0.362 -0.68
O 1.037390 -0.059242 1.191082 -3.025 4.969 2.970 -0.56
O -2.336179 -0.001150 1.051628 3.646 0.329 -2.464 -0.47
```
Positions in Å, forces in eV/Å.

Properties
**ΔE to the lowest compared entry with this formula, charge and spin**: 6.516 eV
**HOMO level**: -9.69 eV
**Kohn-Sham gap**: 8.97 eV
**2S+1**: 1
**SMILES string**: C#CCC(=O)C(=O)O

3.
The following is a DFT calculation (ωB97M-V with the def2-TZVPD basis set) of C5H4O7Pb as an isolated structure.

```
17
Properties=species:S:1:pos:R:3:forces:R:3:nbo_charge:R:1
O -1.369965 1.356866 1.434160 -2.344 -0.120 0.688 -0.88
C -2.279755 1.071354 0.579335 -3.679 -0.054 -1.898 0.69
O -3.485192 1.100426 0.760037 0.934 -0.177 0.364 -0.58
O 2.196103 0.548155 -0.173975 4.298 -1.291 -1.169 -0.64
O 1.984340 -1.355594 -1.396117 3.139 0.813 2.858 -0.44
C 2.380226 -0.554495 -0.598526 -5.626 -0.046 -3.838 1.08
Pb 0.611924 1.214252 1.248031 2.109 0.104 2.022 1.57
O 0.897826 -1.057001 1.249339 0.234 0.218 0.454 -0.97
C 0.096036 -2.157481 0.937664 1.869 1.651 -0.703 -0.08
C -0.908709 -1.761883 -0.145864 -5.777 -0.141 1.312 -0.05
O -1.413290 -0.403465 -1.182794 1.912 -3.786 -0.771 -0.57
C -1.766139 0.804541 -0.872708 4.114 1.649 3.171 0.69
H 0.677967 -3.032886 0.602775 0.281 0.443 -0.154 0.17
H -0.470871 -2.530746 1.808782 -0.310 0.334 -0.339 0.19
H -1.783439 -1.558238 0.494705 0.066 -0.025 -0.443 0.19
H -1.253494 -2.658353 -0.677799 0.373 0.928 -1.013 0.22
O -1.168353 1.757348 -1.381743 -1.591 -0.500 -0.541 -0.59
```
Positions in Å, forces in eV/Å.

Properties
**HOMO level**: -9.51 eV
**Kohn-Sham gap**: 7.68 eV
**2S+1**: 1

4.
The following is a DFT calculation (ωB97M-V with the def2-TZVPD basis set) of C5H4S2 as an isolated structure.

```
11
Properties=species:S:1:pos:R:3:forces:R:3:nbo_charge:R:1
C 0.762628 -1.173097 -0.361315 -0.662 0.788 0.095 0.05
C -1.856005 1.338836 0.100842 1.188 -1.305 -0.441 -0.27
C -0.266829 -0.325448 -0.236277 0.432 -0.698 -0.726 -0.19
C 1.927502 -1.821725 -0.500370 -1.894 2.678 -0.162 -0.43
C -0.482893 0.932708 0.603572 -1.415 -1.517 -0.733 -0.49
S -2.860922 2.450119 0.630962 -0.362 0.212 -0.173 0.08
S -1.840301 0.071128 -1.146487 0.427 -0.507 0.237 0.33
H 2.660097 -1.251528 -1.080388 -0.005 -0.606 -0.001 0.22
H 2.214686 -2.672927 0.054656 0.099 -0.888 0.303 0.22
H 0.227596 1.597558 0.301221 1.948 2.252 -0.635 0.24
H -0.485561 0.854376 1.633584 0.242 -0.409 2.235 0.24
```
Positions in Å, forces in eV/Å.

Properties
**ΔE to the lowest compared entry with this formula, charge and spin**: 2.157 eV
**HOMO level**: -8.85 eV
**Kohn-Sham gap**: 8.73 eV
**2S+1**: 1

5.
The following is a DFT calculation (ωB97M-V with the def2-TZVPD basis set) of C5H5Br2NS as an isolated structure.

```
14
Properties=species:S:1:pos:R:3:forces:R:3:lowdin_spin:R:1
C -0.503704 -0.528247 -1.472425 0.484 0.967 2.174 0.03
C 0.561023 0.154305 0.559547 -0.234 -1.304 3.912 0.09
C -0.001067 -0.940211 1.423961 2.051 2.293 2.883 0.51
C 1.497849 1.157761 1.154574 3.432 -2.196 -0.020 0.01
C -1.701218 -0.200171 -1.911178 -1.580 1.890 -0.076 0.16
N 0.184717 0.285499 -0.602052 -0.165 0.163 -4.464 0.14
S -0.803597 -2.225693 0.885432 -1.166 -1.449 -0.820 0.92
Br -2.395266 1.458149 -1.238018 -0.276 -0.648 -0.387 0.03
Br -2.564143 -0.999557 -3.342280 -0.141 -0.187 -0.012 0.04
H -0.084035 -1.369861 -1.908658 1.323 -1.517 -0.546 0.01
H 1.311827 1.388695 2.178651 -0.262 0.275 0.627 0.00
H 2.635520 0.749242 1.108577 -2.540 0.173 0.443 0.00
H 1.702274 1.986888 0.543113 -0.784 1.400 -0.780 0.00
H 0.159821 -0.916801 2.620755 -0.142 0.140 -2.933 0.05
```
Positions in Å, forces in eV/Å.

Properties
**HOMO level (alpha / beta)**: -7.29 / -8.55 eV
**Kohn-Sham gap (alpha / beta)**: 7.85 / 5.85 eV
**2S+1**: 3

6.
The following is a DFT calculation (ωB97M-V with the def2-TZVPD basis set) of C5H5Br3Cl12 as an isolated structure.

```
25
Properties=species:S:1:pos:R:3:forces:R:3:nbo_charge:R:1
C -5.058580 -1.555204 9.974407 -1.643 -1.340 -1.433 -0.46
Br -4.839151 -3.196032 8.870029 -0.306 0.551 0.013 0.04
Br -5.109992 -2.116696 11.744305 0.127 0.152 1.173 0.13
Br -6.667296 -0.524349 9.476954 0.832 -0.481 0.155 0.07
H -4.200686 -1.030413 9.684667 0.952 1.091 0.150 0.21
C -5.094001 -9.009855 12.645672 -1.961 1.717 1.153 -0.34
Cl -4.558651 -7.883952 11.409714 -0.162 -0.230 -1.012 0.02
Cl -3.846126 -9.009549 13.840768 0.639 -0.288 1.057 0.03
Cl -5.522771 -10.641878 12.204543 -0.003 0.001 -0.557 0.04
H -6.022437 -8.490274 13.090574 1.467 -1.162 -0.652 0.24
C -8.127516 1.855903 14.145476 -0.418 1.155 0.750 -0.30
Cl -6.939088 2.594522 15.250715 0.246 -0.527 -0.173 0.00
Cl -9.632153 1.623644 15.021963 -0.362 -0.341 0.144 0.02
Cl -7.624933 0.439650 13.296772 0.403 -0.373 -0.069 0.05
H -8.353636 2.652515 13.469111 0.103 0.068 -0.707 0.22
C -7.778994 -1.951834 16.501092 -0.289 0.516 -1.866 -0.29
Cl -9.141090 -2.844003 15.707868 0.226 -0.243 0.593 -0.03
Cl -6.623475 -2.948914 17.341622 -0.253 -0.139 0.169 0.05
Cl -8.464660 -0.648980 17.497050 0.551 -0.501 -0.289 0.03
H -7.285142 -1.590328 15.564155 -0.198 0.356 1.388 0.24
C -9.082159 -4.250496 12.226710 0.209 0.480 -1.329 -0.27
Cl -10.112083 -5.480395 12.903298 0.205 -0.118 0.436 0.04
Cl -10.072533 -3.270867 11.092745 0.271 -0.001 0.215 -0.01
Cl -7.732980 -5.012239 11.238655 -0.724 0.597 1.050 -0.02
H -8.715260 -3.520587 12.973653 0.090 -0.938 -0.360 0.24
```
Positions in Å, forces in eV/Å.

Properties
**ΔE to the lowest compared entry with this formula, charge and spin**: 0.749 eV
**HOMO level**: -10.41 eV
**Kohn-Sham gap**: 10.14 eV
**2S+1**: 1

7.
The following is a DFT calculation (ωB97M-V with the def2-TZVPD basis set) of C5H5BrIN as an isolated structure.

```
13
Properties=species:S:1:pos:R:3:forces:R:3:nbo_charge:R:1
C -0.129389 -1.114954 -1.363636 0.541 -2.018 -0.070 0.23
C 0.698713 1.055799 -0.313788 0.423 0.883 1.307 -0.50
C -0.279412 -0.099230 -0.358958 2.350 0.389 -0.621 -0.08
C 1.544400 0.125314 0.519667 -3.548 -0.181 0.942 -0.29
C -1.625584 -0.138162 0.319996 0.002 3.657 -0.633 -0.63
N -0.019149 -2.140109 -1.919774 -0.237 2.049 0.477 -0.31
Br 3.132449 -0.757262 0.072749 -0.633 0.250 -0.456 0.19
I 0.990906 -0.014013 2.550203 0.425 0.054 0.091 0.19
H 1.356968 1.380749 -1.075369 -0.110 -0.220 -1.958 0.25
H 0.366700 2.050660 0.110708 0.095 -1.443 0.192 0.24
H -1.864374 -1.022485 0.751738 -0.444 -3.122 1.021 0.23
H -2.414619 0.084806 -0.451201 0.739 -0.124 0.605 0.24
H -1.757609 0.588888 1.157665 0.398 -0.174 -0.896 0.23
```
Positions in Å, forces in eV/Å.

Properties
**ΔE to the lowest compared entry with this formula, charge and spin**: 2.573 eV
**HOMO level (alpha / beta)**: -8.40 / -8.40 eV
**Kohn-Sham gap (alpha / beta)**: 7.99 / 7.99 eV
**2S+1**: 1

8.
The following is a DFT calculation (ωB97M-V with the def2-TZVPD basis set) of an isolated ion of composition C5H5BrNO2S2 and charge -1.

```
16
Properties=species:S:1:pos:R:3:forces:R:3:nbo_charge:R:1
C 0.520582 -2.609648 0.348061 0.854 -1.430 1.400 -0.23
C -0.841512 -2.633599 0.535977 1.892 1.452 -1.346 -0.48
C 1.011869 -1.382641 -0.161965 -1.554 -0.183 0.571 -0.24
C -0.035355 -0.496150 -0.339095 2.423 4.520 -1.645 -0.04
C -1.040216 1.709255 -0.475553 -0.458 2.862 -4.498 -0.46
N 0.173675 1.017026 -0.771853 -0.722 -3.623 1.112 -0.64
O 0.480699 2.220000 1.527511 -0.879 0.137 1.664 -1.03
O 1.475944 3.332470 -0.350251 -0.356 0.258 -0.744 -1.02
S -1.555663 -1.211489 -0.094903 -0.199 0.315 0.512 0.44
S 1.340567 2.072830 0.376637 2.243 -1.122 -0.084 1.63
Br 2.808570 -1.029966 -0.447597 0.450 0.033 -0.101 0.08
H 1.163162 -3.476079 0.741827 -0.878 1.442 -1.023 0.22
H -1.370918 -3.503906 0.545306 -1.558 -2.121 0.608 0.21
H -1.568249 1.333774 0.301162 -1.751 -0.903 2.542 0.18
H -0.866243 2.795985 -0.354696 0.372 -0.551 0.620 0.23
H -1.696909 1.862142 -1.380563 0.120 -1.086 0.411 0.16
```
Positions in Å, forces in eV/Å.

Properties
**ΔE to the lowest compared entry with this formula, charge and spin**: 0.518 eV
**HOMO level**: -3.82 eV
**Kohn-Sham gap**: 6.72 eV
**Net charge**: -1
**2S+1**: 1

Number 1: largest force on an atom 0.149 Eh/bohr. Number 2: largest force on an atom 0.127 Eh/bohr. Number 3: largest force on an atom 0.132 Eh/bohr. Number 4: largest force on an atom 0.064 Eh/bohr. Number 5: largest force on an atom 0.087 Eh/bohr. Number 6: largest force on an atom 0.055 Eh/bohr. Number 7: largest force on an atom 0.072 Eh/bohr. Number 8: largest force on an atom 0.105 Eh/bohr.